No. 1
Density functional theory data (ωB97M-V/def2-TZVPD) for C2H3Br2O2S as an isolated structure in a non-equilibrium geometry.

Computed properties:
* LUMO: 0.110 hartree
* molar mass: 250.92 u
* charge: -1
* energy: -157138.460 eV

XYZ file:
```
10
Properties=species:S:1:pos:R:3:forces:R:3
C 0.1835 -0.4245 -0.5810 -2.325 2.549 -1.169
C -1.1058 -0.0190 0.2860 1.193 -1.638 -2.737
O 1.3309 0.4795 1.5633 -0.169 -0.656 2.447
O 2.7873 0.5037 -0.4052 -0.263 -0.129 0.024
S 1.4901 0.9109 0.1930 0.330 0.276 -2.938
Br -2.5811 -1.4401 0.1520 0.703 0.623 0.349
Br -1.8515 1.6473 -0.3452 -0.068 0.065 -0.120
H 0.6117 -1.3647 -0.4218 0.492 -1.483 1.223
H -0.0354 -0.4695 -1.7351 0.196 0.819 2.091
H -0.8297 0.1763 1.2939 -0.088 -0.426 0.830
```
Positions in Å, forces in eV/Å.



No. 2
Density functional theory data (ωB97M-V/def2-TZVPD) for one molecule with the formula C2H3Br3ClP in a non-equilibrium geometry.

Computed properties:
* LUMO (spin up / spin down): -0.037 / -0.046 hartree
* molar mass: 333.18 u
* energy: -234059.038 eV

XYZ file:
```
10
Properties=species:S:1:pos:R:3:forces:R:3
C -1.7747 0.0412 0.2792 -2.117 -2.315 -0.756
C -0.8995 0.3872 -0.8571 1.016 0.088 0.721
P 2.5300 -1.3800 0.5717 0.670 0.162 1.014
Cl 0.4529 -0.7192 -0.7601 -0.807 0.705 -1.355
Br -0.5146 2.3028 -1.0932 -0.205 -1.431 0.116
Br 3.5393 -1.1817 -1.3323 0.599 -0.137 -0.527
Br 2.8071 0.6799 1.4020 -0.081 -0.290 0.001
H -1.4138 0.3578 1.2087 1.318 0.069 1.567
H -2.0765 -1.1327 0.3319 0.857 2.921 -0.288
H -2.6502 0.6447 0.2492 -1.249 0.229 -0.493
```
Positions in Å, forces in eV/Å.



No. 3
Density functional theory data (ωB97M-V/def2-TZVPD) for C2H3Br6CaF2O3PRb2 as an isolated structure in a non-equilibrium geometry.

Computed properties:
* LUMO: -0.290 hartree
* molar mass: 834.45 u
* charge: +2
* energy: -462986.140 eV

XYZ file:
```
20
Properties=species:S:1:pos:R:3:forces:R:3
Rb -17.8349 14.3852 11.0528 0.016 -0.065 0.041
Rb -22.6404 18.5310 12.4009 -0.130 0.324 -0.374
Ca -21.9327 14.6197 14.0292 1.650 -1.834 -1.392
O -20.0254 13.7519 13.2541 -1.134 1.036 0.974
H -20.1232 13.5291 12.3283 -0.335 -0.173 -0.158
O -22.3842 15.0207 11.8984 -0.816 0.537 1.386
P -21.8455 15.2790 10.5370 1.696 0.204 -1.055
O -20.3829 15.2448 10.3085 -0.878 -0.196 0.154
F -22.3368 16.7536 10.1860 -0.246 -0.422 -0.044
F -22.6276 14.4220 9.5139 0.036 0.518 0.283
C -22.4578 12.3320 6.6873 -0.769 -0.219 -0.827
Br -22.8991 12.9573 4.8750 0.131 -0.206 0.732
Br -20.7249 11.5336 6.7120 0.037 0.003 0.170
Br -23.8464 11.0873 7.3264 0.583 0.489 -0.191
H -22.4792 13.2021 7.3238 0.054 -0.050 0.090
C -24.8315 11.7044 10.7015 0.077 -0.767 0.210
Br -25.9148 12.8199 11.8637 0.193 -0.308 -0.297
Br -25.5478 9.8923 10.4338 0.225 1.056 0.247
Br -22.9973 11.5850 11.3729 -0.218 0.003 0.043
H -24.7467 12.1641 9.7270 -0.172 0.068 0.009
```
Positions in Å, forces in eV/Å.



No. 4
Density functional theory data (ωB97M-V/def2-TZVPD) for a 2-piece molecular cluster, C2H3BrClF overall in a non-equilibrium geometry.

Computed properties:
* LUMO (spin up / spin down): -0.008 / -0.037 hartree
* molar mass: 161.40 u
* energy: -87400.996 eV

XYZ file:
```
8
Properties=species:S:1:pos:R:3:forces:R:3
C -0.0574 -0.2056 0.2199 -0.747 3.849 0.506
C -2.1033 0.6721 -1.2186 -0.122 0.562 1.267
F -2.5214 1.7299 -0.4202 0.487 -1.579 -1.150
Cl -3.2221 -0.7182 -1.0248 0.818 1.210 -0.396
Br -1.7196 1.3248 -2.9987 -0.313 -0.510 0.799
H -0.4739 0.5266 0.9095 0.307 -0.262 -0.015
H -0.5678 -1.0554 0.1080 -1.475 -3.331 -0.384
H 0.8766 -0.0050 -0.2083 1.044 0.061 -0.627
```
Positions in Å, forces in eV/Å.



No. 5
Density functional theory data (ωB97M-V/def2-TZVPD) for C2H3BrClN as an isolated structure in a non-equilibrium geometry.

Computed properties:
* LUMO: -0.031 hartree
* molar mass: 156.41 u
* energy: -86173.425 eV

XYZ file:
```
8
Properties=species:S:1:pos:R:3:forces:R:3
C -0.0091 -0.7712 0.8568 0.766 -0.278 1.970
C 3.7218 -2.1513 -0.2111 0.709 0.063 1.394
N 0.2955 -0.6164 -0.3491 -0.428 1.124 -0.357
Cl 3.0909 -2.0878 -1.7139 -0.684 -0.095 -1.158
Br 2.6147 -3.1170 1.0081 0.042 -0.050 -0.244
H 0.8340 -0.6479 1.6056 -1.184 -0.670 -0.546
H -1.0413 -1.0438 1.2046 0.844 0.640 -0.022
H -0.6014 -0.4773 -0.8027 -0.065 -0.734 -1.037
```
Positions in Å, forces in eV/Å.



No. 6
Density functional theory data (ωB97M-V/def2-TZVPD) for C2H3BrClN as an isolated structure in a non-equilibrium geometry.

Computed properties:
* LUMO: 0.023 hartree
* molar mass: 156.41 u
* energy: -86174.812 eV

XYZ file:
```
8
Properties=species:S:1:pos:R:3:forces:R:3
C 0.2725 -0.7076 -0.5048 -2.343 2.748 -1.879
C -0.5119 1.0040 0.1762 3.066 -4.024 1.415
N 1.0443 -1.6502 -0.3442 2.120 -0.121 4.304
Cl 0.4162 1.7379 1.5221 -0.407 -0.402 -0.623
Br -2.2232 0.4451 0.6878 -0.558 0.297 -0.208
H -0.3297 1.5752 -0.6793 -0.554 0.911 -1.225
H -0.1907 -0.8098 -1.4958 -0.659 0.846 0.131
H 1.5224 -1.5946 0.6380 -0.667 -0.255 -1.915
```
Positions in Å, forces in eV/Å.



No. 7
Density functional theory data (ωB97M-V/def2-TZVPD) for one molecule with the formula C2H3BrClNO2S in a non-equilibrium geometry.

Computed properties:
* LUMO: -0.028 hartree
* SMILES: C[C@](Br)(SCl)[N+](=O)[O-]
* molar mass: 220.48 u
* energy: -101104.233 eV

XYZ file:
```
11
Properties=species:S:1:pos:R:3:forces:R:3
C -0.3396 -0.2992 1.1831 -1.611 2.034 0.832
C 0.2462 0.4655 0.0264 -0.799 0.459 -0.043
Br 1.7032 1.6847 0.4528 -0.590 0.315 0.465
S -1.0836 1.3376 -0.8760 -0.300 0.517 0.266
Cl -2.2575 -0.2769 -1.3547 0.329 0.435 -0.020
N 0.9085 -0.3320 -1.0243 1.587 -0.727 -1.049
O 1.2612 -1.4449 -0.7689 -0.245 -1.588 0.935
O 1.2033 0.2251 -2.0457 -0.298 0.580 -0.908
H 0.1317 -1.1815 1.4826 1.365 -1.082 0.331
H -1.3546 -0.6194 0.8631 0.579 0.319 0.522
H -0.4188 0.4410 2.0616 -0.017 -1.262 -1.331
```
Positions in Å, forces in eV/Å.



No. 8
Density functional theory data (ωB97M-V/def2-TZVPD) for one molecule with the formula C2H3BrF2O2 in a non-equilibrium geometry.

Computed properties:
* LUMO: 0.018 hartree
* SMILES: O[C@H](F)[C@](O)(F)Br
* molar mass: 176.94 u
* energy: -81694.241 eV

XYZ file:
```
10
Properties=species:S:1:pos:R:3:forces:R:3
O -1.4483 -0.7448 -0.5938 -0.583 0.526 -1.983
C -0.9001 -0.0233 0.4229 1.573 -0.129 -0.626
F -1.4460 1.2318 0.3938 0.163 0.237 0.488
C 0.8084 0.1561 0.1832 -3.372 -0.755 0.883
O 1.3737 -1.0482 -0.1076 -0.106 0.245 -0.241
F 1.2153 0.6237 1.3887 0.779 0.370 -0.226
Br 0.8260 1.5594 -1.1768 1.041 -0.203 -0.150
H -1.5467 -0.2003 -1.4695 0.603 -1.175 2.623
H -1.1657 -0.4493 1.4327 0.709 0.032 -1.141
H 2.2834 -1.1052 -0.4736 -0.807 0.852 0.372
```
Positions in Å, forces in eV/Å.